1.
The following is a quantum chemistry calculation of C6H9N in the gas phase, from OMol25.

ORCA input file:
```
! RIJCOSX wB97M-V def2-TZVPD def2/J DEFGRID3
* xyz 0 1
C 2.310 0.886 -0.004
C 1.164 -0.052 0.181
C 0.845 -1.198 -0.499
N -0.511 -1.404 -0.375
C -1.065 -0.383 0.375
C -2.442 0.138 0.094
C -0.032 0.393 0.806
H 3.036 0.506 -0.724
H 2.812 1.146 0.931
H 1.902 1.820 -0.414
H 1.429 -1.816 -1.166
H -0.962 -2.293 -0.506
H -3.263 -0.130 0.760
H -2.357 1.227 0.070
H -2.699 -0.145 -0.929
H -0.144 1.295 1.395
*
```

Values from the calculation:
Energy above the lowest of the compared OMol25 structures with the same formula, charge and spin, kcal per mole: 18.8
HOMO, eV: -7.8
HOMO-LUMO gap, eV: 8.87

2.
The following is a quantum chemistry calculation of a molecular structure, C5H5NO at a distorted geometry, from OMol25.

ORCA input file:
```
! RIJCOSX wB97M-V def2-TZVPD def2/J DEFGRID3
* xyz 0 1
O -2.027 -0.694 1.941
C -1.232 -0.819 1.046
C -0.459 0.329 0.481
C 0.985 0.251 0.368
C -0.370 0.403 -1.029
C 0.825 -0.101 -1.604
N 1.865 -0.422 -2.036
H -1.037 -1.792 0.548
H -0.752 1.286 0.912
H 1.481 -0.718 0.499
H 1.643 1.103 0.453
H -0.923 1.176 -1.580
*
```

Values from the calculation:
Energy above the lowest of the compared OMol25 structures with the same formula, charge and spin, kcal per mole: 106.0
HOMO (spin up / spin down), eV: -8.6 / -8.6
HOMO-LUMO gap (spin up / spin down), eV: 7.82 / 7.82

3.
The following is a quantum chemistry calculation of a molecular structure, C17H34O10SeTi at a distorted geometry, from OMol25.

ORCA input file:
```
! RIJCOSX wB97M-V def2-TZVPD def2/J DEFGRID3
* xyz -1 2
Ti -0.568 0.484 1.827
C -0.822 -1.880 -2.090
C -2.140 -1.117 -2.257
O -2.222 0.066 -1.505
C -2.152 -0.128 -0.092
C -2.743 1.082 0.638
O -1.762 2.000 1.084
C -1.549 3.156 0.318
C -1.064 2.870 -1.102
O 0.168 2.194 -1.024
C 0.689 1.926 -2.303
C 2.153 1.480 -2.215
O 2.306 0.136 -1.841
C 2.610 -0.058 -0.465
C 2.409 -1.527 -0.130
O 1.062 -1.690 0.244
C 0.651 -3.029 0.445
C 0.073 -3.677 -0.824
O -1.083 -3.030 -1.306
H -0.072 -1.238 -1.614
H -0.432 -2.192 -3.073
H -2.954 -1.802 -1.982
H -2.276 -0.799 -3.293
H -1.098 -0.262 0.240
H -2.718 -1.026 0.194
H -3.227 0.710 1.552
H -3.490 1.569 -0.006
H -0.775 3.702 0.872
H -2.475 3.757 0.271
H -0.943 3.825 -1.648
H -1.799 2.256 -1.644
H 0.642 2.847 -2.912
H 0.096 1.146 -2.804
H 2.683 2.139 -1.518
H 2.602 1.582 -3.212
H 1.932 0.509 0.207
H 3.652 0.245 -0.289
H 3.068 -1.807 0.706
H 2.662 -2.142 -1.009
H -0.122 -2.970 1.219
H 1.485 -3.638 0.820
H -0.246 -4.693 -0.572
H 0.829 -3.727 -1.625
C 1.274 0.595 4.389
C 1.861 1.532 3.326
C 1.853 2.974 3.874
C 3.317 1.103 3.045
C 1.022 1.464 2.077
H 1.863 0.608 5.309
H 1.242 -0.421 3.989
H 0.250 0.904 4.611
H 2.393 3.051 4.819
H 0.818 3.277 4.029
H 2.314 3.655 3.157
H 3.924 1.154 3.950
H 3.774 1.742 2.289
H 3.314 0.077 2.683
H 1.336 2.259 1.364
O -2.157 -1.724 4.754
Se -2.004 -1.004 3.344
O -3.247 -1.369 2.384
O -0.590 -1.393 2.574
O -1.853 0.636 3.461
*
```

Values from the calculation:
Energy above the lowest of the compared OMol25 structures with the same formula, charge and spin, kcal per mole: 7.4
HOMO (spin up / spin down), eV: -2.9 / -2.9
HOMO-LUMO gap (spin up / spin down), eV: 5.48 / 5.47

- Look up the energy above the lowest of the compared OMol25 structures with the same formula, charge and spin of the third one.
  7.4 kcal per mole

Please write out number 2 again, unchanged.
The following is a quantum chemistry calculation of a molecular structure, C5H5NO at a distorted geometry, from OMol25.

ORCA input file:
```
! RIJCOSX wB97M-V def2-TZVPD def2/J DEFGRID3
* xyz 0 1
O -2.027 -0.694 1.941
C -1.232 -0.819 1.046
C -0.459 0.329 0.481
C 0.985 0.251 0.368
C -0.370 0.403 -1.029
C 0.825 -0.101 -1.604
N 1.865 -0.422 -2.036
H -1.037 -1.792 0.548
H -0.752 1.286 0.912
H 1.481 -0.718 0.499
H 1.643 1.103 0.453
H -0.923 1.176 -1.580
*
```

Values from the calculation:
Energy above the lowest of the compared OMol25 structures with the same formula, charge and spin, kcal per mole: 106.0
HOMO (spin up / spin down), eV: -8.6 / -8.6
HOMO-LUMO gap (spin up / spin down), eV: 7.82 / 7.82

- Among the records above, which one has the lowest energy above the lowest of the compared OMol25 structures with the same formula, charge and spin?
  C17H34O10SeTi